{"formula": "C52H122F3N4O10", "method": "ωB97M-V/def2-TZVPD", "orbital_gap_ev": 8.3, "homo_energy_ev": -6.26, "total_charge": -1, "symbols": ["C", "O", "O", "C", "F", "F", "F", "C", "C", "H", "H", "H", "H", "H", "H", "C", "C", "C", "C", "C", "C", "H", "H", "H", "H", "H", "H", "H", "H", "H", "H", "H", "H", "H", "H", "C", "C", "C", "C", "C", "C", "H", "H", "H", "H", "H", "H", "H", "H", "H", "H", "H", "H", "H", "H", "C", "C", "C", "C", "C", "C", "H", "H", "H", "H", "H", "H", "H", "H", "H", "H", "H", "H", "H", "H", "C", "C", "C", "C", "C", "C", "H", "H", "H", "H", "H", "H", "H", "H", "H", "H", "H", "H", "H", "H", "C", "C", "C", "C", "C", "C", "H", "H", "H", "H", "H", "H", "H", "H", "H", "H", "H", "H", "H", "H", "C", "C", "C", "C", "C", "C", "H", "H", "H", "H", "H", "H", "H", "H", "H", "H", "H", "H", "H", "H", "C", "C", "O", "O", "H", "H", "H", "H", "H", "H", "C", "C", "O", "O", "H", "H", "H", "H", "H", "H", "O", "C", "N", "C", "H", "H", "H", "H", "H", "O", "C", "N", "C", "H", "H", "H", "H", "H", "O", "C", "N", "C", "H", "H", "H", "H", "H", "O", "C", "N", "C", "H", "H", "H", "H", "H"], "xyz": [[-18.4612, -15.9706, 0.2636], [-18.2406, -16.9693, -0.7801], [-17.2304, -15.2379, 0.3703], [-19.8536, -15.2216, 0.2838], [-20.0250, -14.4436, -0.8070], [-20.7917, -16.1080, 0.3986], [-20.0296, -14.4610, 1.3626], [-19.1097, -18.0927, -0.8825], [-18.3337, -19.2347, -1.5326], [-17.9983, -18.9534, -2.5308], [-17.4515, -19.4803, -0.9415], [-18.9314, -20.1144, -1.7717], [-19.9509, -17.8118, -1.5162], [-19.5257, -18.4109, 0.0734], [-18.4172, -16.5359, 1.1945], [-21.4313, -19.6890, -3.8360], [-20.3688, -20.7495, -4.2569], [-20.8065, -22.2301, -3.6886], [-19.6295, -23.1614, -3.9400], [-20.0388, -24.6378, -3.5513], [-20.3081, -24.8474, -2.0714], [-22.4544, -19.8511, -4.1754], [-21.0817, -18.7451, -4.2542], [-21.4892, -19.6365, -2.7488], [-20.3572, -20.7315, -5.3467], [-19.3294, -20.4689, -4.0868], [-21.6706, -22.4668, -4.3095], [-21.0383, -22.1927, -2.6242], [-19.2695, -23.1142, -4.9678], [-18.7842, -22.7797, -3.3673], [-20.8705, -24.9559, -4.1799], [-19.1232, -25.1584, -3.8320], [-21.2529, -24.3968, -1.7676], [-20.4106, -25.9119, -1.8604], [-19.4863, -24.4398, -1.4827], [-24.2348, -17.3060, 0.3020], [-23.5629, -18.6144, -0.1555], [-24.2971, -19.4249, -1.2426], [-23.9710, -20.8760, -1.2317], [-24.5066, -21.6089, -2.4491], [-24.4523, -23.1575, -2.3274], [-23.8013, -16.9134, 1.2218], [-25.3053, -17.4899, 0.3941], [-24.0636, -16.7127, -0.5963], [-22.5516, -18.3782, -0.4868], [-23.6404, -19.2024, 0.7591], [-24.0202, -18.9775, -2.1971], [-25.3777, -19.3906, -1.1038], [-22.8980, -21.0642, -1.1964], [-24.4452, -21.3891, -0.3951], [-25.5267, -21.3354, -2.7191], [-23.8486, -21.4002, -3.2926], [-25.1232, -23.4935, -1.5367], [-24.8763, -23.6698, -3.1910], [-23.4301, -23.4754, -2.1222], [-18.6700, -18.3516, 4.4728], [-17.1506, -18.1747, 4.2384], [-16.4969, -19.0602, 3.2058], [-16.8136, -20.5502, 3.2926], [-16.4638, -21.3188, 4.5349], [-14.9950, -21.4280, 4.9628], [-19.1086, -17.6923, 5.2218], [-18.7994, -19.3678, 4.8453], [-19.2621, -18.3103, 3.5586], [-16.8413, -17.1342, 4.1396], [-16.6207, -18.5829, 5.0991], [-15.4208, -18.9125, 3.1153], [-16.8441, -18.7299, 2.2267], [-17.8557, -20.8040, 3.0986], [-16.1904, -21.1082, 2.5938], [-16.9535, -20.7966, 5.3569], [-16.8803, -22.3219, 4.4438], [-14.9095, -21.9060, 5.9386], [-14.4806, -22.0753, 4.2525], [-14.5421, -20.4367, 4.9836], [-24.6413, -19.4274, 4.1185], [-24.2338, -17.9434, 4.2281], [-22.7314, -17.7900, 3.9748], [-22.1568, -16.4611, 4.5436], [-22.6213, -15.1711, 3.8158], [-21.7694, -13.9628, 4.2792], [-24.0528, -20.1359, 4.7014], [-24.4409, -19.7592, 3.0998], [-25.6650, -19.6339, 4.4306], [-24.9353, -17.4329, 3.5682], [-24.4233, -17.5402, 5.2230], [-22.5930, -17.8740, 2.8969], [-22.0730, -18.5647, 4.3679], [-22.5999, -16.3948, 5.5373], [-21.0710, -16.5545, 4.5251], [-22.4766, -15.1538, 2.7356], [-23.6729, -14.9866, 4.0349], [-21.8805, -13.7960, 5.3506], [-20.7621, -14.1314, 3.8984], [-22.0899, -13.0035, 3.8728], [-20.7272, -20.8488, 2.4761], [-20.6075, -21.8224, 1.2906], [-20.4606, -23.2668, 1.6352], [-21.5497, -23.8980, 2.4667], [-21.4157, -25.4592, 2.5622], [-21.0734, -26.3346, 1.3441], [-21.6962, -21.0568, 2.9299], [-20.6111, -19.8210, 2.1324], [-19.9250, -21.0473, 3.1869], [-21.4169, -21.6728, 0.5760], [-19.6415, -21.5333, 0.8765], [-19.5523, -23.4601, 2.2059], [-20.4093, -23.6866, 0.6306], [-21.5456, -23.4603, 3.4649], [-22.5571, -23.7760, 2.0688], [-20.6276, -25.6311, 3.2952], [-22.3101, -25.8294, 3.0632], [-21.8390, -26.3462, 0.5683], [-20.1450, -25.9092, 0.9630], [-20.8210, -27.3724, 1.5618], [-16.6262, -22.4820, -0.9011], [-16.7107, -23.2839, 0.3611], [-15.3294, -23.4414, 0.9798], [-14.3245, -24.4342, 0.2579], [-12.9571, -24.6178, 0.9693], [-12.0085, -25.5289, 0.1019], [-17.6125, -22.1715, -1.2461], [-16.2027, -23.0029, -1.7599], [-16.1569, -21.5102, -0.7486], [-17.4074, -22.8053, 1.0494], [-17.1653, -24.2634, 0.2127], [-15.5118, -23.7034, 2.0220], [-14.7437, -22.5255, 0.9012], [-14.9102, -25.3462, 0.1426], [-14.0923, -24.1479, -0.7679], [-12.5078, -23.6385, 1.1341], [-13.0645, -25.2187, 1.8723], [-11.8147, -25.0459, -0.8558], [-11.0253, -25.6448, 0.5579], [-12.4020, -26.5049, -0.1819], [-17.0588, -14.9445, -3.6387], [-17.3719, -14.3749, -5.0023], [-16.7768, -14.9879, -6.0508], [-17.5934, -14.1821, -2.5300], [-15.9849, -15.0964, -3.5305], [-17.4567, -15.9586, -3.6775], [-17.0586, -13.3310, -4.9887], [-18.4241, -14.3020, -5.2773], [-15.8465, -14.7574, -6.1054], [-17.3068, -14.6062, -1.7178], [-15.6894, -13.7095, 3.1616], [-14.6372, -13.6779, 2.0291], [-14.5010, -14.8377, 1.1648], [-17.0284, -13.4532, 2.6404], [-15.3352, -12.9459, 3.8541], [-15.6705, -14.6938, 3.6295], [-13.6714, -13.3872, 2.4425], [-14.9552, -12.7712, 1.5144], [-15.3502, -14.9041, 0.7221], [-17.1609, -14.1068, 1.9499], [-21.8944, -16.4232, -5.2879], [-21.5870, -16.1895, -4.1366], [-20.3409, -16.0683, -3.7985], [-22.6712, -15.9080, -3.0910], [-20.0772, -15.7261, -2.8855], [-19.6067, -16.1286, -4.4894], [-23.1803, -14.9443, -3.1100], [-22.2606, -16.0559, -2.0922], [-23.4288, -16.6912, -3.0629], [-13.4929, -19.0683, -2.0075], [-14.4623, -18.5412, -1.4518], [-15.3172, -17.7825, -2.0919], [-14.6518, -18.7616, 0.0726], [-16.1587, -17.4963, -1.6121], [-15.0921, -17.6784, -3.0710], [-15.2928, -19.6273, 0.2391], [-14.9386, -17.8514, 0.5992], [-13.6609, -18.9793, 0.4713], [-18.1269, -10.6774, -1.6971], [-18.2741, -11.2557, -0.6055], [-17.2893, -11.8532, -0.0186], [-19.4818, -10.9834, 0.2093], [-17.4250, -12.1376, 0.9410], [-16.4440, -12.2115, -0.4396], [-19.9448, -9.9996, 0.1333], [-19.2973, -11.1284, 1.2738], [-20.2197, -11.7381, -0.0627], [-20.5535, -11.4992, -5.3329], [-20.5202, -11.2256, -4.1276], [-20.1523, -10.0673, -3.6367], [-20.6078, -12.4032, -3.2479], [-20.0296, -9.3058, -4.2887], [-19.5898, -10.2265, -2.8131], [-19.9621, -12.3880, -2.3699], [-20.4118, -13.2695, -3.8797], [-21.6186, -12.3258, -2.8475]], "mulliken_charge": [-0.24, 0.84, 0.43, 0.06, -0.13, -0.02, -0.25, 0.80, -0.59, 0.49, -0.42, -0.03, -0.62, -0.05, -0.17, -0.18, -1.43, 0.36, -0.68, -0.91, 0.07, 0.46, 0.26, -0.41, 0.64, 0.46, 0.52, -0.42, 0.48, 0.04, 0.34, 0.39, -0.12, 0.36, -0.24, -1.24, 1.46, -0.87, 0.62, -0.29, -1.29, -0.13, 0.52, 0.34, -0.49, -0.29, -0.02, 0.64, -0.91, 0.69, 0.49, -0.10, 0.48, 0.42, -0.01, -0.55, -1.15, 1.35, 1.46, -0.84, -1.33, 0.56, 0.21, -0.18, 0.06, 0.58, 0.63, -1.13, -1.03, -0.39, 0.42, 0.41, 0.43, 0.21, 0.29, -1.27, -0.36, 0.73, -0.58, -0.05, -1.37, 0.35, 0.13, 0.40, 0.27, 0.46, -0.62, 0.29, 0.41, -0.16, 0.02, 0.41, 0.40, 0.20, 0.39, -1.56, 1.14, 0.47, -0.76, -0.83, -0.78, 0.50, 0.07, 0.34, -0.16, -0.24, 0.23, -0.46, 0.35, 0.34, 0.31, 0.43, 0.23, 0.03, 0.42, -0.38, 0.68, -0.58, -1.04, -0.24, -1.34, -0.18, 0.55, -0.31, -0.57, 0.34, 0.50, -0.04, 0.39, 0.43, 0.34, 0.28, 0.35, 0.38, 0.33, 0.01, -0.76, -0.58, 0.06, 0.40, 0.07, 0.41, 0.18, 0.36, -0.29, -0.25, -0.46, -0.56, -0.62, 0.41, 0.03, 0.43, 0.18, 0.18, 0.01, -0.73, 0.49, 0.71, -0.56, -0.71, 0.15, 0.42, -0.26, 0.37, -0.77, 0.49, -0.03, -0.15, -0.15, 0.16, -0.30, 0.08, 0.55, -0.78, 1.05, -0.10, -1.30, -0.06, 0.22, 0.39, 0.46, 0.18, -0.69, 0.23, -0.36, 0.55, 0.26, 0.28, -0.58, -0.15, 0.31]}

=====

{"formula": "C22H36BN6OPd", "method": "ωB97M-V/def2-TZVPD", "orbital_gap_ev": [9.8, 7.0], "homo_energy_ev": [-11.75, -11.75], "total_charge": 1, "s_squared": 2.0045, "spin_multiplicity": 3, "symbols": ["Pd", "C", "C", "C", "C", "C", "C", "N", "N", "B", "N", "C", "C", "C", "N", "C", "C", "C", "N", "C", "C", "C", "N", "C", "C", "C", "H", "H", "H", "H", "H", "H", "H", "H", "H", "H", "H", "H", "H", "H", "H", "H", "H", "H", "H", "H", "H", "H", "H", "H", "H", "H", "H", "H", "C", "C", "C", "O", "C", "H", "H", "H", "H", "H", "H", "H", "H"], "xyz": [[0.2663, -0.4780, -0.0627], [-2.1927, -2.1768, 3.5075], [-0.7743, -2.4251, 2.9820], [-0.7923, -2.9667, 1.5524], [0.0776, -1.1921, 3.1316], [0.5467, -0.6279, 4.3258], [1.3426, 0.4313, 3.9407], [1.3401, 0.5003, 2.6025], [0.5733, -0.4878, 2.1109], [2.2046, 1.3873, 1.6809], [3.0208, 0.4507, 0.7586], [4.3515, 0.3353, 0.6335], [4.6208, -0.6169, -0.3280], [3.3657, -1.0633, -0.7671], [2.4281, -0.4023, -0.0902], [3.0488, -2.0630, -1.8456], [3.6784, -1.6135, -3.1694], [1.5466, -2.2948, -2.0223], [1.2860, 2.2457, 0.7852], [1.2744, 3.5815, 0.6664], [0.4013, 3.9263, -0.3446], [-0.1008, 2.7098, -0.8252], [0.4467, 1.7164, -0.1239], [-1.0241, 2.4696, -1.9806], [-2.2733, 3.3513, -1.8940], [-0.2830, 2.7238, -3.2998], [-2.7625, -3.1066, 3.5108], [-2.1601, -1.7862, 4.5238], [-2.7210, -1.4520, 2.8846], [-0.3175, -3.1862, 3.6190], [-1.3056, -2.2703, 0.8805], [0.2272, -3.1519, 1.2045], [-1.3379, -3.9091, 1.5092], [0.3408, -0.9640, 5.3276], [1.9162, 1.1280, 4.5289], [2.9290, 2.0778, 2.3237], [5.0172, 0.9399, 1.2266], [5.5870, -0.9467, -0.6690], [3.5063, -3.0152, -1.5644], [3.2438, -0.6677, -3.4981], [4.7524, -1.4733, -3.0571], [3.5112, -2.3620, -3.9444], [1.0523, -1.3641, -2.3372], [1.3712, -3.0312, -2.8052], [1.0963, -2.6856, -1.1022], [1.8847, 4.2003, 1.3029], [0.1672, 4.9153, -0.6995], [-1.3188, 1.4163, -1.9528], [-2.0105, 4.4001, -2.0383], [-2.9839, 3.0740, -2.6736], [-2.7675, 3.2633, -0.9259], [0.1060, 3.7422, -3.3285], [0.5552, 2.0351, -3.4154], [-0.9600, 2.5933, -4.1450], [-4.1145, -0.3212, 0.3392], [-4.2874, -0.5758, -1.1609], [-2.9247, -1.1363, -1.5454], [-1.9861, -0.5154, -0.6369], [-2.7048, 0.2361, 0.3755], [-4.1685, -1.2638, 0.8880], [-4.8473, 0.3711, 0.7471], [-4.4756, 0.3636, -1.6824], [-5.0891, -1.2734, -1.3913], [-2.6329, -0.9084, -2.5702], [-2.8840, -2.2182, -1.3986], [-2.6965, 1.2920, 0.0992], [-2.1869, 0.1147, 1.3271]], "lowdin_spin": [1.44, 0.00, 0.00, 0.01, 0.01, 0.00, 0.00, 0.01, 0.13, 0.00, 0.00, 0.00, 0.00, 0.01, 0.12, 0.00, 0.00, 0.02, 0.01, 0.00, 0.00, 0.01, 0.14, 0.00, 0.00, 0.00, 0.00, 0.00, 0.00, 0.00, 0.00, 0.00, 0.00, 0.00, 0.00, 0.00, 0.00, 0.00, 0.00, 0.00, 0.00, 0.00, 0.01, 0.00, 0.00, 0.00, 0.00, 0.00, 0.00, 0.00, 0.00, 0.00, 0.00, 0.00, 0.00, 0.00, 0.00, 0.03, 0.00, 0.00, 0.00, 0.00, 0.00, 0.00, 0.00, 0.00, 0.00]}

=====

{"formula": "C2H6N3O", "method": "ωB97M-V/def2-TZVPD", "orbital_gap_ev": [8.6, 8.6], "homo_energy_ev": [-14.78, -14.78], "total_charge": 1, "symbols": ["C", "C", "N", "N", "N", "O", "H", "H", "H", "H", "H", "H"], "xyz": [[1.4636, 0.0819, 0.0864], [-1.2401, 0.6188, 0.2629], [0.7883, 1.2367, -0.2302], [0.5873, -0.9801, 0.0714], [-0.8237, -0.6801, -0.2660], [2.5788, -0.2922, 0.0433], [-1.3350, 0.9092, 1.3394], [-1.7928, 1.2483, -0.4997], [1.0888, 2.1319, 0.0948], [0.9525, -1.9741, 0.2219], [-1.3147, -1.5240, 0.1497], [-0.9528, -0.7764, -1.2740]], "mulliken_charge": [0.57, -0.30, -0.41, -0.30, -0.04, -0.48, 0.34, 0.30, 0.28, 0.28, 0.40, 0.37]}

=====

{"formula": "C2H6N3O", "method": "ωB97M-V/def2-TZVPD", "orbital_gap_ev": 11.3, "homo_energy_ev": -15.69, "total_charge": 1, "symbols": ["C", "C", "N", "N", "N", "O", "H", "H", "H", "H", "H", "H"], "xyz": [[1.7546, -0.1522, 0.5162], [0.6067, 0.5473, 0.1298], [-4.7484, -0.4496, 0.2436], [-2.8655, 0.5539, -0.4548], [-3.7193, 0.0845, 0.0794], [-0.4444, -0.0933, -0.1318], [1.5272, -0.6644, 1.4431], [2.5974, 0.4510, 0.6749], [1.9160, -0.8283, -0.2817], [0.5574, 1.5692, -0.0137], [-5.1716, -0.9956, 0.9532], [-1.6268, 0.3208, -0.4960]], "mulliken_charge": [-0.94, 0.27, -0.56, -0.42, 0.92, -0.51, 0.32, 0.33, 0.31, 0.46, 0.33, 0.50]}

=====

{"formula": "C11H17N2", "method": "ωB97M-V/def2-TZVPD", "orbital_gap_ev": 6.6, "homo_energy_ev": -10.37, "total_charge": 1, "symbols": ["C", "C", "N", "H", "H", "H", "H", "H", "H", "H", "H", "C", "C", "C", "C", "C", "C", "C", "C", "C", "N", "H", "H", "H", "H", "H", "H", "H", "H", "H"], "xyz": [[-1.5436, 0.7967, -3.3862], [-2.1408, -0.4573, -3.8751], [-0.1386, 0.6919, -2.8900], [-1.6423, 1.6601, -4.1138], [-2.1515, 1.1956, -2.5173], [-3.1292, 0.0490, -4.2704], [-2.4832, -0.9612, -3.0374], [0.3794, -0.1603, -3.2284], [0.3057, 1.6232, -3.0700], [-0.2307, 0.5203, -1.7851], [-1.7915, -1.1318, -4.7284], [2.9012, -0.8266, 0.5614], [0.9575, -0.4001, 1.9001], [1.9200, 0.1300, 0.9552], [-0.0113, 0.6852, 2.0691], [1.5896, 1.4841, 0.7463], [-0.4543, -1.8119, 3.1924], [-1.4675, -0.7714, 3.2932], [0.7843, -1.5691, 2.7712], [-1.1198, 0.5066, 2.8967], [0.5040, 1.8193, 1.5466], [-0.7995, -2.7040, 3.7047], [-2.3107, -1.1296, 3.6555], [1.6683, -2.1672, 2.9563], [-1.8355, 1.2736, 3.1358], [3.6487, -0.8355, 1.3913], [3.3879, -0.5678, -0.3607], [2.2562, 2.0904, 0.0766], [0.2383, 2.8408, 1.7116], [2.7088, -1.8730, 0.6988]], "mulliken_charge": [-0.43, -1.01, -0.33, 0.36, 0.27, 0.27, 0.38, 0.39, 0.38, 0.35, 0.35, -1.58, 0.65, 0.85, 0.12, -0.97, -0.41, -0.59, -0.69, -0.73, -0.06, 0.34, 0.57, 0.41, 0.35, 0.32, 0.38, 0.39, 0.27, 0.39]}